Record 1
C22H44O10 | ωB97M-V/def2-TZVPD

Atoms and positions in Å:
O (12.77500, 12.08000, 30.95000)
C (12.51900, 12.38300, 32.13000)
O (13.32500, 13.00700, 33.04800)
C (14.45500, 13.63000, 32.57300)
C (14.78700, 14.83300, 33.36100)
C (11.12800, 11.82600, 32.69900)
H (14.48900, 13.79100, 31.62300)
H (15.30100, 12.87200, 32.76600)
H (14.06500, 15.61900, 33.14100)
H (15.67000, 15.30100, 33.09700)
H (14.77000, 14.73600, 34.48000)
H (10.46700, 12.64500, 32.90500)
H (11.11900, 11.61700, 33.65100)
H (10.88900, 10.94000, 32.12500)
O (20.18800, 18.93200, 31.14800)
C (19.43000, 17.99300, 31.21000)
O (19.85500, 16.80000, 31.54500)
C (21.23000, 16.56700, 31.91400)
C (21.38200, 15.02300, 32.22900)
C (18.01200, 18.27400, 31.11400)
H (21.64200, 17.14500, 32.83400)
H (21.75000, 16.77700, 31.15200)
H (20.94600, 14.84600, 33.23200)
H (22.52400, 14.91900, 32.11600)
H (20.93800, 14.34400, 31.56500)
H (17.73600, 18.32700, 32.08200)
H (17.70300, 17.28100, 30.61600)
H (17.52800, 19.19100, 30.62700)
O (19.16400, 9.90300, 27.15000)
C (18.02700, 9.38100, 27.14600)
O (17.12800, 9.27800, 28.06700)
C (17.13700, 10.26200, 29.17200)
C (15.69000, 10.42500, 29.71000)
C (17.63900, 8.44500, 25.99600)
H (17.59100, 11.36200, 28.72600)
H (18.01100, 9.92100, 29.79600)
H (15.30000, 9.47600, 30.19900)
H (14.89000, 10.53200, 28.98900)
H (15.71000, 11.44200, 30.21100)
H (17.07800, 8.80500, 25.20500)
H (17.22800, 7.51800, 26.41600)
H (18.64700, 8.23900, 25.66300)
O (17.92600, 11.68200, 32.21600)
C (18.91500, 12.07400, 31.68000)
O (19.04500, 13.13400, 30.80500)
C (17.92900, 13.95000, 30.61700)
C (18.07000, 14.80700, 29.29000)
C (20.27500, 11.45400, 31.85500)
H (17.92300, 14.71600, 31.57600)
H (17.03800, 13.48800, 30.67200)
H (17.20800, 15.53500, 29.07000)
H (18.13400, 14.12000, 28.28000)
H (19.02000, 15.28100, 29.23100)
H (20.12200, 10.72400, 32.59900)
H (21.01000, 12.15200, 32.17200)
H (20.60800, 11.23300, 30.84300)
C (25.04300, 8.51900, 31.60000)
C (23.98500, 9.60900, 31.10600)
O (22.85400, 10.02200, 31.67900)
C (24.45400, 10.39100, 29.86900)
H (25.89200, 8.95600, 31.98100)
H (25.61800, 7.88200, 30.86900)
H (24.65500, 7.94900, 32.43700)
H (24.95500, 9.67900, 29.30200)
H (25.00100, 11.28100, 30.02700)
H (23.47900, 10.66400, 29.24100)
C (17.94000, 11.74400, 35.75600)
C (18.13600, 13.15300, 36.13700)
O (18.18800, 13.62700, 37.28600)
C (18.37900, 14.12300, 34.97900)
H (17.05500, 11.30200, 35.42600)
H (18.04600, 11.29200, 36.54400)
H (18.81800, 11.46700, 35.17800)
H (17.37600, 14.61300, 34.57400)
H (18.80100, 13.68300, 34.18000)
H (18.66700, 15.02000, 35.47200)

Atoms 1-3, force components in eV/Å:
O 0.3019 1.7205 3.1550
C -1.2478 -2.3968 -1.2495
O -3.3090 -0.8701 -1.0498

Summary:
Molar mass (g mol⁻¹): 468.6
Total charge: 0
Kohn-Sham gap (eV): 10.186
Calculated total energy (Eh): -1616.76734
HOMO level (eV): -9.7

Record 2
C28H48F4NO9S | ωB97M-V/def2-TZVPD

Atoms and positions in Å:
C (3.48247, -5.54083, 1.91018)
C (3.05128, -6.31753, 3.15937)
C (2.72409, -5.40880, 4.35656)
C (1.22822, -5.16514, 4.59015)
C (0.61227, -4.06001, 3.73307)
C (1.12205, -2.64921, 4.11266)
C (1.43983, -1.82199, 2.89716)
C (2.65959, -1.98136, 2.28167)
N (3.00408, -1.29719, 1.17409)
C (4.37730, -1.60645, 0.67111)
F (4.29431, -1.81486, -0.68163)
C (5.44346, -0.57221, 1.07445)
C (6.19519, 0.08987, -0.08152)
C (2.16992, -0.38913, 0.59720)
C (2.63053, 0.37615, -0.61401)
C (2.17647, -0.27804, -1.95670)
O (1.28784, -1.35484, -1.78258)
C (1.47786, 0.75335, -2.83607)
F (0.32015, 1.11399, -2.25301)
F (1.21736, 0.28588, -4.05246)
F (2.24319, 1.85507, -2.95147)
C (0.90511, -0.18653, 1.15950)
C (-0.09268, 0.75482, 0.53854)
C (-1.32376, 0.02152, -0.06923)
C (-2.67176, 0.60439, 0.34938)
C (-2.90755, 2.06682, -0.10591)
S (-3.05562, 3.24260, 1.22503)
O (-3.68214, 4.42078, 0.71850)
O (-3.56339, 2.57845, 2.38196)
O (-1.52174, 3.58964, 1.56130)
C (0.55982, -0.90482, 2.31256)
C (-0.80247, -0.75586, 2.95551)
O (-1.58185, -1.65376, 2.95700)
O (-1.09227, 0.47105, 3.44718)
H (4.36002, -4.92768, 2.14181)
H (2.68349, -4.86889, 1.58350)
H (3.73047, -6.20035, 1.08015)
H (2.15745, -6.89107, 2.90689)
H (3.84552, -7.01576, 3.41988)
H (3.12545, -5.85968, 5.26595)
H (3.24867, -4.45127, 4.24574)
H (0.68151, -6.08889, 4.38801)
H (1.05304, -4.92712, 5.64344)
H (-0.47417, -4.06668, 3.81678)
H (0.85177, -4.24338, 2.68220)
H (0.39261, -2.13379, 4.73620)
H (2.03587, -2.73463, 4.70461)
H (3.38459, -2.68806, 2.66266)
H (4.60648, -2.57132, 1.12110)
H (6.17084, -1.10255, 1.68910)
H (4.97556, 0.17814, 1.71341)
H (7.07893, 0.58036, 0.32759)
H (6.55273, -0.64519, -0.80038)
H (5.62300, 0.86361, -0.58832)
H (2.26518, 1.39862, -0.54491)
H (3.70917, 0.44394, -0.62767)
H (3.05629, -0.60143, -2.51532)
H (1.79112, -2.17467, -1.78698)
H (-0.44574, 1.41570, 1.33050)
H (0.38290, 1.36744, -0.21698)
H (-1.28660, -1.03208, 0.21523)
H (-1.25785, 0.04591, -1.15630)
H (-3.44988, 0.00037, -0.11993)
H (-2.84177, 0.52043, 1.42283)
H (-2.12684, 2.40563, -0.78953)
H (-3.87282, 2.16025, -0.60060)
H (-1.01590, 3.61471, 0.73896)
H (-0.40430, 0.81049, 4.03537)
C (-0.90059, 3.97357, -4.60200)
O (-2.21161, 3.48258, -4.46007)
C (-2.27974, 2.38835, -3.57165)
C (-3.69330, 2.14063, -3.09751)
O (-4.10268, 3.00147, -2.04809)
C (-4.47620, 4.32718, -2.40613)
C (-5.84743, 4.42652, -3.03062)
O (-5.80244, 4.04040, -4.39177)
C (-7.07653, 3.70755, -4.89727)
H (-0.22630, 3.20557, -5.00249)
H (-0.93526, 4.80754, -5.29896)
H (-0.50474, 4.32970, -3.64205)
H (-1.64370, 2.57566, -2.69560)
H (-1.91376, 1.48637, -4.08497)
H (-3.71555, 1.13941, -2.65741)
H (-4.39208, 2.15691, -3.93613)
H (-3.72691, 4.78695, -3.05404)
H (-4.49844, 4.87763, -1.46393)
H (-6.19617, 5.46562, -2.95715)
H (-6.54417, 3.78600, -2.47598)
H (-7.50641, 2.85623, -4.35680)
H (-6.95234, 3.43612, -5.94326)
H (-7.76762, 4.55514, -4.83068)

Atoms 1-3, force components in eV/Å:
C -0.0935 0.1031 0.2460
C -0.0943 0.4028 -0.3200
C -0.0570 -0.1917 0.1795

Summary:
Molar mass (g mol⁻¹): 650.7
Total charge: +1
Kohn-Sham gap (eV): 6.808
Calculated total energy (Eh): -2624.99066
HOMO level (eV): -11.0

Record 3
C27H30CuN3O3Si | ωB97M-V/def2-TZVPD

Atoms and positions in Å:
Cu (-0.03243, 0.56531, -0.66337)
C (0.42586, 4.49479, 1.04408)
C (0.23124, 2.98573, 0.92973)
O (0.51512, 2.50650, -0.21882)
C (-0.29270, 2.31200, 2.00899)
C (-0.43382, 0.86354, 2.07200)
C (-1.76967, 0.28589, 2.48282)
N (0.49018, -0.00362, 1.84358)
N (1.79812, 0.35124, 1.77145)
C (2.45651, 0.26436, 0.65617)
O (2.01209, 0.02865, -0.52042)
C (3.93295, 0.47190, 0.81241)
C (4.74326, 0.50304, -0.32159)
C (6.10518, 0.75237, -0.22450)
C (6.69162, 0.97302, 1.01376)
C (5.89567, 0.92992, 2.15551)
C (4.53774, 0.68098, 2.05644)
H (-0.12638, 4.98623, 0.23842)
H (0.09410, 4.88782, 2.00789)
H (1.48559, 4.72213, 0.90790)
H (-0.70121, 2.88331, 2.83849)
H (-2.26511, 0.94377, 3.20324)
H (-2.42235, 0.18461, 1.61127)
H (-1.62970, -0.70092, 2.92566)
H (4.26918, 0.33858, -1.28134)
H (6.71909, 0.79093, -1.11879)
H (7.75346, 1.18211, 1.09202)
H (6.34698, 1.10935, 3.12617)
H (3.90889, 0.65761, 2.93491)
C (-2.41271, 3.13465, -1.26203)
Si (-3.25719, 1.45662, -1.29679)
C (-4.18420, 1.39603, -2.97842)
C (-4.67849, 1.60316, -0.01221)
N (-2.16517, 0.17142, -1.10738)
C (-2.52288, -1.13266, -1.13203)
C (-3.85717, -1.60820, -1.21192)
C (-4.18929, -2.95276, -1.20554)
C (-3.20217, -3.92199, -1.13408)
C (-1.87143, -3.50625, -1.09709)
C (-1.53769, -2.16661, -1.09445)
O (-0.22251, -1.74377, -1.19470)
C (0.78757, -2.54442, -0.74906)
C (0.78172, -3.13485, 0.50959)
C (1.85140, -3.91866, 0.90623)
C (2.93594, -4.12255, 0.06373)
C (2.95012, -3.50334, -1.18131)
C (1.88480, -2.72070, -1.58481)
H (-3.05698, 3.91818, -1.67423)
H (-1.47668, 3.10503, -1.82293)
H (-2.15143, 3.40492, -0.23647)
H (-4.75596, 2.31165, -3.15791)
H (-4.87793, 0.55251, -3.03622)
H (-3.46238, 1.28169, -3.79244)
H (-5.41129, 2.35609, -0.31909)
H (-4.28174, 1.90307, 0.96143)
H (-5.20806, 0.65793, 0.13238)
H (-4.65190, -0.87748, -1.28501)
H (-5.23320, -3.24713, -1.26238)
H (-3.44601, -4.97766, -1.12849)
H (-1.08247, -4.24739, -1.08177)
H (-0.04684, -2.94322, 1.17848)
H (1.84715, -4.36741, 1.89291)
H (3.76964, -4.73888, 0.37868)
H (3.80516, -3.62800, -1.83562)
H (1.89081, -2.20021, -2.53315)

Atoms 1-3, force components in eV/Å:
Cu -0.6376 0.1231 -0.1303
C -0.0956 -0.0710 0.0263
C -0.0619 0.2539 -0.3060

Summary:
Molar mass (g mol⁻¹): 536.2
Total charge: -2
Kohn-Sham gap (eV): 5.461
Calculated total energy (Eh): -3366.87868
HOMO level (eV): -0.5

Record 4
C30H27FN5STi | ωB97M-V/def2-TZVPD

Atoms and positions in Å:
Ti (0.67961, -0.45079, -0.17617)
C (-3.56128, 1.53098, 1.47094)
C (-3.64479, 0.80952, 0.12446)
C (-5.09742, 0.71635, -0.34399)
C (-2.74881, 1.50866, -0.87598)
C (-3.12511, 2.74582, -1.39312)
C (-2.28561, 3.47224, -2.21786)
C (-1.02577, 2.98691, -2.52704)
C (-0.60684, 1.74804, -2.05488)
C (0.83579, 1.34369, -2.33174)
C (1.74076, 1.74182, -1.14616)
C (1.07207, -0.08666, -2.84139)
C (-1.49462, 1.00666, -1.25575)
N (-1.09233, -0.29994, -0.80539)
C (-1.74842, -1.45650, -1.28398)
C (-2.82869, -1.50521, -2.15771)
C (-3.31691, -2.74284, -2.55906)
C (-2.73915, -3.92633, -2.12024)
C (-1.63795, -3.90422, -1.26692)
C (-1.20133, -2.66639, -0.88466)
F (-0.04800, -2.52993, -0.07670)
H (-4.08319, 0.96488, 2.24218)
H (-4.02493, 2.51703, 1.41527)
H (-2.52618, 1.68804, 1.78791)
H (-3.28151, -0.20932, 0.26831)
H (-5.57225, 1.69649, -0.38321)
H (-5.67569, 0.10704, 0.35003)
H (-5.18262, 0.26588, -1.33258)
H (-4.09161, 3.15709, -1.13441)
H (-2.60737, 4.42841, -2.60639)
H (-0.36154, 3.57378, -3.14913)
H (1.17220, 1.97369, -3.15816)
H (1.35267, 1.48197, -0.12011)
H (1.72964, 2.82485, -1.01272)
H (2.77101, 1.39470, -1.23715)
H (1.01589, -0.95177, -2.13343)
H (2.06791, -0.18267, -3.27425)
H (0.32108, -0.36379, -3.58108)
H (-3.27388, -0.58848, -2.51613)
H (-4.16179, -2.78065, -3.23234)
H (-3.13378, -4.87647, -2.45024)
H (-1.15291, -4.80486, -0.91921)
S (6.09498, 0.38865, 4.85813)
N (4.50261, 0.57037, 5.00947)
C (3.96411, 0.16176, 3.86852)
C (2.55086, 0.13028, 3.56564)
C (1.56176, 0.45271, 4.50412)
C (0.23452, 0.36673, 4.14751)
C (-0.08912, 0.00816, 2.84100)
N (0.84382, -0.28582, 1.93940)
C (2.15358, -0.26936, 2.28783)
C (3.14769, -0.76360, 1.30148)
N (2.70012, -1.26256, 0.11840)
C (3.57285, -1.81459, -0.72248)
C (4.93649, -1.87771, -0.45390)
C (5.40904, -1.33781, 0.72177)
C (4.50676, -0.77257, 1.63089)
C (4.91408, -0.26581, 2.92223)
N (6.16564, -0.17421, 3.35282)
H (1.85977, 0.75123, 5.50027)
H (-0.55963, 0.58414, 4.84603)
H (-1.11685, -0.02878, 2.50213)
H (3.16165, -2.21540, -1.64086)
H (5.59657, -2.34516, -1.16966)
H (6.46233, -1.35836, 0.96945)

Atoms 1-3, force components in eV/Å:
Ti -0.4845 -0.1735 -0.2683
C 0.0337 0.0979 0.0982
C -0.0166 -0.1351 -0.0817

Summary:
Molar mass (g mol⁻¹): 556.5
Total charge: +2
Kohn-Sham gap (alpha / beta) (eV): 6.912 / 7.008
2S+1: 2
Calculated total energy (Eh): -2780.27410
HOMO level (alpha / beta) (eV): -13.9 / -13.9

Record 5
C9H15N3O3 | ωB97M-V/def2-TZVPD

Atoms and positions in Å:
C (-2.62709, 1.11757, 0.06017)
C (-1.01047, -1.54651, 0.47549)
C (1.05037, 2.83221, 0.70834)
C (0.86426, 0.14340, 0.86740)
C (-0.18388, 3.11196, -0.16543)
C (1.09908, 1.42817, 0.07989)
C (-1.09238, 0.75202, -0.25413)
C (0.72276, -3.33502, 0.44844)
C (-0.23381, -2.52591, 1.32892)
N (-0.44297, -0.28541, 0.33730)
N (0.67520, -0.62695, -2.78529)
N (-0.21169, 1.69948, -0.53613)
O (-3.50337, 1.11760, -0.73897)
O (-2.39819, 1.43079, 1.22924)
O (-2.03143, -1.83101, -0.09117)
H (1.92116, 3.45549, 0.52166)
H (0.82403, 2.81871, 1.77217)
H (1.63159, -0.60452, 0.67095)
H (0.78066, 0.32240, 1.94717)
H (-1.08851, 3.43143, 0.35158)
H (-0.00051, 3.74896, -1.03015)
H (1.87182, 1.30778, -0.68248)
H (1.44485, -2.69891, -0.05719)
H (0.15468, -3.87081, -0.30871)
H (1.26086, -4.06053, 1.05268)
H (0.30329, -2.01959, 2.12911)
H (-0.96208, -3.20811, 1.77048)
H (1.01108, -0.64084, -3.74264)
H (0.23595, -1.52706, -2.61765)
H (-0.06527, 0.06321, -2.74104)

Atoms 1-3, force components in eV/Å:
C 1.3895 -0.3310 -0.2633
C -0.0232 -0.4062 0.3750
C 0.2759 0.1040 0.2107

Summary:
Molar mass (g mol⁻¹): 213.2
Total charge: 0
Kohn-Sham gap (eV): 9.561
Calculated total energy (Eh): -741.89502
HOMO level (eV): -9.2

Record 6
C4H11ClSi | ωB97M-V/def2-TZVPD

Atoms and positions in Å:
C (-1.30788, -0.23469, -0.79660)
C (-0.14658, -1.57669, 0.93835)
C (1.01179, 1.90044, 0.63074)
C (-0.05057, -0.96119, -0.43000)
Si (1.60275, 0.43488, -0.54385)
Cl (3.25087, -0.69612, -0.20987)
H (-1.40384, 0.51095, -0.06243)
H (-1.26332, 0.18934, -1.86210)
H (-2.20288, -0.79373, -0.90700)
H (-0.87313, -2.35500, 0.78478)
H (-0.26423, -0.90042, 1.69302)
H (0.69650, -2.20734, 1.14846)
H (1.79302, 2.60976, 0.77152)
H (0.40666, 2.24160, -0.16814)
H (0.48494, 1.56279, 1.50171)
H (0.23360, -1.80836, -1.04237)
H (1.50002, 1.04498, -1.91057)

Atoms 1-3, force components in eV/Å:
C 0.9417 0.3544 -3.0197
C 0.7677 -2.0404 -2.2520
C 1.6415 -2.2978 -1.4040

Summary:
Molar mass (g mol⁻¹): 122.7
Total charge: 0
Kohn-Sham gap (eV): 9.890
Calculated total energy (Eh): -908.69328
HOMO level (eV): -9.1